Record 1
This record from OMol25 describes C23H39BBrI3N2O11P2V as an isolated structure. The level of theory is wB97M-V/def2-TZVPD.

XYZ file:
```
83
Properties=species:S:1:pos:R:3:forces:R:3
C -3.0737 -0.7906 -0.5162 7.0 -0.2 1.1
C -1.7932 -0.5694 -0.2524 -6.1 -0.8 -0.8
C -0.2638 -0.2968 0.3013 -3.7 -1.0 -0.5
O 0.3496 0.3959 -0.8008 0.8 0.2 1.4
C 1.7405 0.6029 -0.8208 2.0 -0.8 -2.6
C 2.2901 0.2148 -2.3326 0.1 -0.6 -0.4
C 3.4865 -0.9068 -2.2672 -0.1 0.8 -1.1
C 4.1467 -0.8957 -3.7811 -0.6 1.6 0.4
C 3.0586 -1.1989 -4.9365 0.4 -0.7 -0.8
C 3.7693 -1.1808 -6.4170 0.7 0.8 1.6
O 2.7861 -1.3416 -7.4846 -0.3 -3.1 1.0
C 2.3449 -2.7069 -7.5922 0.5 -3.0 0.6
C 0.9362 -2.9743 -8.3789 0.9 0.6 -0.7
O 2.9595 -3.7232 -7.1385 -2.1 4.9 -1.5
P 2.3086 2.4558 -0.6804 -0.8 2.1 -0.3
O 3.9373 2.6252 -1.1880 -2.0 -0.3 0.8
O 1.2950 3.3318 -1.7963 1.3 -2.9 1.1
C 0.3393 -1.7556 0.4381 1.4 -0.6 -0.8
I 0.1479 -2.5924 -1.6402 0.3 0.0 0.5
C -0.2729 -2.9067 1.3198 -1.2 -1.4 0.3
C -1.4743 -2.6778 2.3339 -0.2 -1.0 1.1
I 1.3869 -3.7512 2.5516 -0.6 0.3 -0.5
C -0.4448 0.6316 1.6796 1.6 0.0 -0.7
C 0.7732 0.1991 2.6026 0.4 -0.5 0.4
C 1.2858 1.0098 3.8712 1.4 -1.9 1.7
C 0.6000 0.5683 5.3048 1.1 0.0 -0.2
Br 1.6068 2.9653 3.7107 -0.2 -0.9 -0.1
N -0.2446 2.0340 1.2081 -4.3 1.9 -1.3
C -1.2430 2.6027 0.6050 -0.7 -0.7 -5.3
O -2.0166 3.0058 -0.3195 4.9 -1.9 6.7
O -1.7810 0.4123 2.0675 1.2 0.0 0.6
C -2.4510 0.9549 3.1620 -3.4 0.5 0.0
I -2.9221 -0.4495 4.8335 0.6 -0.1 -0.7
B -3.9975 1.2780 2.6034 -1.9 -0.4 -1.0
O -4.2668 1.6993 1.2417 1.2 -1.3 1.7
N -5.2285 1.0983 3.4951 0.1 0.6 -1.9
C -6.0509 -0.0746 2.9734 0.7 -0.2 -0.6
C -6.0217 2.3755 3.3855 -0.5 0.5 0.9
P -1.9153 2.5652 3.9855 0.7 0.8 1.8
C -2.7189 4.1149 3.2623 -0.5 1.5 0.0
O -2.5703 2.4819 5.6071 1.7 0.7 -1.7
H -4.0199 -1.3783 -0.8442 2.2 1.6 0.7
H 2.4251 0.0378 -0.1052 -1.4 0.7 -0.5
H 2.7393 1.1141 -2.8897 -0.6 -1.1 1.0
H 1.3942 -0.1433 -2.9898 1.5 0.6 1.5
H 3.1084 -1.9554 -1.9943 0.6 1.7 -0.2
H 4.2528 -0.4934 -1.5008 -1.1 -0.9 -1.2
H 5.1169 -1.5293 -3.8542 -1.6 0.6 0.0
H 4.4810 0.2134 -3.9389 -0.3 -2.0 0.2
H 2.2078 -0.4219 -5.0049 1.5 -1.1 0.4
H 2.5782 -2.2241 -4.7351 0.7 1.4 -0.4
H 4.6328 -1.9376 -6.4627 -1.5 1.0 -0.1
H 4.2102 -0.1185 -6.5256 -0.8 -1.7 -0.2
H 0.4339 -1.9958 -8.7191 0.8 -1.5 0.7
H 1.2100 -3.5638 -9.3469 -0.4 1.0 1.8
H 0.2179 -3.6250 -7.7534 1.4 1.2 -0.8
H 4.3736 3.1581 -0.4731 -0.5 -0.6 -0.8
H 0.6555 2.7002 -2.2318 0.7 0.9 0.5
H 1.4969 -1.7708 0.5901 -2.2 0.4 -0.3
H -0.5799 -3.8447 0.6953 0.9 2.1 0.9
H -1.0463 -2.3136 3.3493 -1.1 -0.2 -1.8
H -2.3751 -2.0725 1.9625 1.7 -0.6 0.4
H -1.9121 -3.7353 2.5796 0.9 1.8 -0.5
H 1.7088 0.0937 1.9088 -1.8 0.2 1.1
H 0.5332 -0.8687 3.0158 0.5 1.9 -0.9
H 2.3793 0.6095 4.0325 -2.1 0.8 -0.6
H 1.4336 0.3496 6.0945 -1.4 0.6 -1.6
H -0.0547 1.3814 5.7640 0.6 -1.4 -0.9
H 0.0929 -0.4402 5.1110 0.3 1.7 0.5
H -4.8616 1.0729 0.7667 0.4 0.9 0.6
H -6.6215 -0.5733 3.8373 0.7 0.8 -1.5
H -6.7505 0.2507 2.0942 0.9 -0.5 1.7
H -5.3062 -0.8325 2.4953 -1.3 0.9 1.0
H -5.3521 3.2642 3.6811 -1.0 -1.4 -0.4
H -6.4386 2.5897 2.3340 0.5 -0.4 1.5
H -6.8715 2.3305 4.1751 1.3 0.1 -1.5
H -1.9045 4.9523 3.3068 -1.3 -1.7 0.0
H -3.5942 4.5298 3.9140 1.5 -1.0 -1.2
H -3.0424 4.0525 2.1628 0.3 -0.2 1.6
H -1.7846 2.6386 6.2059 -1.3 -0.3 -0.9
O 5.1549 -3.4328 -1.1184 3.7 1.5 -1.2
V 6.6784 -2.7760 -1.6364 0.0 0.5 -0.2
O 8.2024 -2.1231 -2.1529 -3.9 -1.8 1.3
```
Positions in Å, forces in eV/Å.

As for the multiplicity: 1. As for the charge: +1. The HOMO energy is -10.3 eV. The gap between HOMO and LUMO is 1.636 eV.

Atomic partial charges in e from the Mulliken method, atoms 1 to 6: -0.97 -0.51 0.15 -0.14 0.10 -0.87

Record 2
This record from OMol25 describes a 11-piece molecular cluster, C23H39Cl21O12 overall. The level of theory is wB97M-V/def2-TZVPD.

XYZ file:
```
95
Properties=species:S:1:pos:R:3:forces:R:3
C -14.8982 -17.4713 9.6347 -0.2 -1.6 0.4
C -16.1955 -18.1268 10.1665 -0.5 1.9 0.1
O -16.7819 -19.0840 9.2878 -0.5 -0.5 -1.6
C -17.7300 -18.7214 8.3915 -1.2 1.7 0.1
O -18.2582 -17.6110 8.3190 1.2 -1.9 0.0
O -18.0938 -19.7748 7.6168 0.9 0.2 0.9
C -19.1952 -19.6194 6.7222 -0.5 1.0 -0.4
H -14.1381 -18.2388 9.4888 0.0 0.0 0.0
H -14.5060 -16.7824 10.3828 -0.1 0.2 -0.1
H -15.0168 -16.9970 8.6605 -0.3 0.2 0.2
H -16.8778 -17.2984 10.3571 -0.4 0.0 -0.4
H -16.1803 -18.6032 11.1467 0.8 -0.2 -0.2
H -20.0415 -19.1120 7.1853 0.1 -0.2 0.5
H -19.5292 -20.5875 6.3488 0.5 0.1 0.3
H -18.9516 -18.9837 5.8709 0.4 0.0 0.0
C -13.4458 -13.5973 8.3265 -1.4 0.3 -0.5
C -13.0033 -13.8669 9.7243 -0.7 0.4 -0.1
O -11.7309 -14.3956 9.5938 1.8 -0.5 0.2
C -11.0534 -14.6225 10.6991 1.2 -0.7 0.2
O -11.2917 -14.2939 11.8224 -0.8 0.5 0.5
O -9.9857 -15.3632 10.3673 0.6 -0.1 -1.4
C -8.8990 -15.4436 11.2472 0.5 -0.6 2.1
H -14.5263 -13.4626 8.3754 -0.2 0.4 -0.2
H -13.3057 -14.3876 7.5890 0.4 -0.1 0.3
H -12.9936 -12.6736 7.9653 0.0 -0.1 -0.1
H -13.5957 -14.5916 10.2828 -0.4 0.1 -0.1
H -12.9916 -12.9062 10.2391 0.0 -0.2 0.4
H -8.0814 -14.7352 11.1139 -0.5 0.5 -0.4
H -8.4008 -16.4130 11.2557 -0.4 -0.3 -0.9
H -9.2568 -15.3976 12.2758 0.0 0.5 0.1
C -18.7857 -19.1701 13.8009 0.5 -0.4 -1.0
C -18.7713 -20.3439 14.7134 -0.6 -0.2 2.0
O -18.9379 -21.6421 14.1358 -0.1 -1.1 -0.7
C -19.0837 -22.7996 14.8469 -0.5 -1.4 -1.5
O -19.1120 -23.9172 14.3061 0.2 3.4 1.6
O -19.2476 -22.5388 16.1559 -0.5 -0.8 -0.1
C -19.5013 -23.6936 16.9860 1.5 -0.1 1.6
H -19.7072 -19.0961 13.2234 0.0 -0.1 0.0
H -17.9272 -19.2080 13.1304 0.0 0.5 -0.2
H -18.7593 -18.3237 14.4872 0.3 0.2 -0.3
H -19.5953 -20.0532 15.3650 -0.2 -1.0 0.5
H -17.8748 -20.4030 15.3306 0.1 0.3 0.0
H -19.1335 -23.4508 17.9829 0.0 0.8 0.0
H -18.8125 -24.5105 16.7705 -0.6 -0.2 -0.8
H -20.5242 -23.9896 17.2185 -0.2 0.2 -1.2
C -18.8271 -9.8154 6.6845 -0.3 0.1 1.3
C -18.9586 -11.3342 6.8871 1.1 0.2 -0.9
O -18.2825 -11.7170 8.1054 -0.2 1.6 -0.1
C -18.2698 -12.9794 8.4453 -0.9 -1.8 -0.8
O -18.9612 -13.8549 7.9445 1.0 0.9 0.7
O -17.3517 -13.1125 9.4024 0.2 -0.5 0.2
C -17.2537 -14.3553 10.1075 -0.2 -0.7 0.2
H -19.2946 -9.3331 7.5429 -0.5 0.1 -0.1
H -19.2816 -9.4467 5.7650 -0.1 -0.3 0.1
H -17.8281 -9.3842 6.7497 0.4 -0.7 -0.3
H -18.3826 -11.8255 6.1030 -0.3 -0.2 -0.2
H -19.9883 -11.6900 6.8541 0.1 0.1 0.2
H -16.2060 -14.6036 10.2767 0.1 0.6 0.1
H -17.6405 -15.2414 9.6041 -0.4 0.4 -0.6
H -17.8006 -14.2717 11.0467 0.2 0.1 0.1
Cl -16.2577 -23.6038 12.0103 0.0 -0.5 -0.2
C -16.5642 -21.9108 11.7718 0.1 0.6 -0.2
Cl -18.0181 -21.6076 10.7531 0.8 -0.2 0.7
Cl -15.1209 -21.0872 11.0575 -0.4 -0.5 0.3
H -16.6737 -21.5124 12.7805 -0.4 0.3 -0.5
Cl -12.2827 -19.8352 7.8920 1.2 0.7 0.7
C -11.3611 -18.4218 8.6043 -1.2 0.5 -1.0
Cl -11.3785 -18.4622 10.3727 -0.3 0.2 -0.5
Cl -12.1697 -16.9479 7.7875 1.0 -1.0 1.1
H -10.3088 -18.3469 8.3301 -0.4 -0.5 -0.3
Cl -15.1848 -17.1514 14.2337 0.2 -0.4 -0.6
C -13.4708 -17.2021 13.7640 0.5 0.0 0.6
Cl -12.7577 -18.8450 13.7178 -0.6 0.4 -0.1
Cl -12.5936 -16.2621 14.9745 0.2 0.2 -0.2
H -13.3080 -16.7483 12.7864 -0.3 -0.1 0.2
Cl -19.5558 -16.8992 10.9485 -0.8 0.6 -0.9
C -20.8203 -16.2835 9.7754 -0.4 -0.3 0.7
Cl -21.1706 -14.5637 10.0351 0.0 -0.6 0.3
Cl -22.2701 -17.3192 10.0655 0.3 0.5 -0.2
H -20.6033 -16.3833 8.7119 0.8 -0.3 0.5
Cl -15.0216 -18.1437 5.9396 0.1 -0.8 0.0
C -15.2991 -19.8645 5.4866 -0.4 0.8 -0.5
Cl -13.8913 -20.6772 4.8529 0.5 0.0 0.3
Cl -16.4902 -19.8383 4.1559 -0.3 -0.2 0.5
H -15.6486 -20.3957 6.3719 -0.2 0.2 -0.3
Cl -17.5077 -22.7867 6.9323 -0.6 -0.4 -0.1
C -19.0642 -23.6672 7.0378 0.2 0.2 -0.6
Cl -19.5473 -24.3636 5.4352 0.3 0.4 0.9
Cl -20.3525 -22.5804 7.6380 0.4 -0.8 0.0
H -18.8692 -24.5015 7.7117 -0.5 0.3 0.0
Cl -23.9575 -19.7542 3.4399 0.1 0.0 -0.2
C -23.8024 -19.1245 5.0865 -0.3 0.1 -0.6
Cl -24.5838 -17.5253 5.1767 0.3 -0.4 0.2
Cl -22.0843 -19.0634 5.5307 -0.7 0.0 0.1
H -24.3837 -19.8267 5.6842 0.5 0.3 0.3
```
Positions in Å, forces in eV/Å.

The energy above the lowest of the compared OMol25 structures with the same formula, charge and spin is 175.9 kJ/mol. As for the SMILES: CCOC(=O)OC.CCOC(=O)OC.CCOC(=O)OC.CCOC(=O)OC.ClC(Cl)Cl.ClC(Cl)Cl.ClC(Cl)Cl.ClC(Cl)Cl.ClC(Cl)Cl.ClC(Cl)Cl.ClC(Cl)Cl. As for the multiplicity: 1. As for the charge: 0. The HOMO energy is -10.6 eV. The gap between HOMO and LUMO is 10.894 eV.

Atomic partial charges in e from the Mulliken method, atoms 1 to 6: 0.33 0.24 0.15 0.49 -0.69 0.27

Record 3
This record from OMol25 describes C23H39Cl3IrN3O3SSi as an isolated structure. The level of theory is wB97M-V/def2-TZVPD.

XYZ file:
```
74
Properties=species:S:1:pos:R:3:forces:R:3
C -2.3241 2.6567 -0.2516 -0.2 0.3 0.5
C -2.1040 1.8068 -1.4532 0.3 -0.5 -1.3
H -2.2081 3.7244 -0.4650 -0.1 -0.2 0.1
H -1.6122 2.3926 0.5473 -0.2 0.0 -0.3
H -3.3391 2.5044 0.1496 0.2 0.0 -0.1
C -2.0019 2.2443 -2.7172 -0.3 0.0 0.5
C -2.2086 3.6632 -3.1312 0.1 0.4 -0.2
H -1.7757 1.5461 -3.5313 -0.2 0.2 0.4
H -2.1247 4.3558 -2.2830 -0.1 -0.1 -0.4
H -3.1986 3.8066 -3.5923 0.2 0.0 0.1
H -1.4620 3.9490 -3.8857 -0.2 0.1 0.1
Ir 0.2657 -0.7970 0.9102 -3.2 3.6 -1.1
Cl -1.8451 -1.4549 1.5875 -1.8 -1.0 0.7
Cl 0.4726 1.0055 2.2178 0.5 1.6 1.5
C -0.4305 -3.1106 -0.8459 1.7 0.6 0.3
O 0.5180 -2.4076 -0.3685 -1.3 -3.1 -2.4
N -0.1623 -3.9513 -1.8296 0.0 -0.3 -0.2
C 1.2008 -4.0989 -2.3479 -0.1 0.0 -0.1
C -1.1874 -4.7700 -2.4560 0.0 -0.2 -0.1
H -1.4569 -3.0672 -0.4429 0.4 0.1 -0.2
H 1.9108 -3.5605 -1.7100 -0.3 -0.2 -0.2
H 1.2537 -3.7071 -3.3751 0.0 -0.1 0.3
H 1.4534 -5.1667 -2.3727 0.0 0.2 0.0
H -2.1637 -4.5271 -2.0328 0.1 0.0 -0.1
H -0.9719 -5.8350 -2.2979 0.0 0.2 0.0
H -1.2117 -4.5820 -3.5350 0.0 0.1 0.2
H 0.9825 2.6742 -0.6094 0.2 -0.2 0.1
H 1.1872 1.7006 -3.3078 0.2 0.0 0.1
C 2.0426 2.3841 -0.6285 -0.3 0.0 -0.1
C 2.2169 1.5598 -2.9503 -0.2 -0.4 0.0
N 2.2201 1.2438 -1.5300 0.4 0.1 -0.1
H 2.3686 2.1382 0.3846 -0.1 -0.1 -0.2
C 2.2727 -0.0147 -1.0999 0.1 0.2 1.3
O 2.1449 -0.3384 0.1246 2.5 0.7 -2.7
H 2.6803 0.7349 -3.5064 -0.1 0.3 0.0
H 2.4850 -0.7874 -1.8626 -0.3 0.3 0.2
H 2.6216 3.2249 -1.0357 0.0 -0.3 0.2
H 2.7627 2.4898 -3.1197 0.1 -0.2 0.0
O -0.5194 0.4296 -0.5627 0.3 -0.5 -0.7
C -1.7964 0.3533 -1.1127 0.2 0.2 0.1
C -0.8430 -0.7388 -3.2236 -0.1 -0.3 -0.2
C -1.8729 -0.6222 -2.2919 -0.4 0.6 0.5
H 0.0798 -0.1734 -3.0623 -0.3 -0.3 0.0
C -1.0287 -1.5282 -4.3668 -0.1 0.0 0.2
H -2.5321 0.0308 -0.3538 0.1 -0.1 -0.2
C -3.0766 -1.3080 -2.4796 0.2 0.1 -0.4
H -0.2080 -1.6626 -5.0776 -0.3 0.1 0.1
C -2.2692 -2.1349 -4.6034 0.1 0.0 0.1
C -3.2950 -2.0163 -3.6608 0.1 -0.2 0.1
H -3.8479 -1.2340 -1.7107 0.1 0.0 -0.3
H -2.4324 -2.7069 -5.5192 0.1 0.2 0.3
H -4.2603 -2.4963 -3.8299 0.3 0.1 0.0
Si 0.8360 2.7959 5.1236 -0.5 0.8 0.1
Cl -0.2560 3.6138 3.5086 0.2 0.4 0.7
C 2.6609 2.8287 4.7327 0.1 -0.1 -0.1
C 0.1322 1.1239 5.5291 -0.1 -0.3 0.0
C 0.5025 3.9579 6.5789 0.1 -0.1 -0.1
H 2.8600 2.5099 3.7030 0.0 0.0 0.2
H 3.1784 2.1430 5.4194 0.0 0.1 -0.2
H 3.0794 3.8352 4.8772 -0.2 -0.2 0.0
H 1.0148 4.9199 6.4723 0.0 -0.1 -0.1
H 0.8580 3.4864 7.5024 0.0 0.1 0.0
H -0.5667 4.1632 6.6932 0.1 -0.1 0.0
H 0.1654 0.4709 4.6480 0.0 0.2 0.3
H -0.9175 1.2204 5.8427 0.3 0.0 0.0
H 0.7062 0.6643 6.3463 -0.1 0.1 -0.1
S 3.0558 -3.6801 2.9281 -0.6 0.3 0.6
C 1.7777 -3.1552 3.9868 -0.1 0.4 -0.5
C 0.9746 -2.2382 3.3590 1.1 -1.1 -0.2
N 1.3613 -1.9909 2.0543 3.7 -3.2 2.1
C 2.4854 -2.6672 1.6932 -2.1 1.0 1.4
H 1.6522 -3.5224 4.9937 0.2 -0.1 -0.1
H 0.0966 -1.7485 3.7793 0.3 -0.2 -0.3
H 2.9736 -2.5522 0.7364 -0.2 0.0 0.1
```
Positions in Å, forces in eV/Å.

As for the multiplicity: 5. As for the charge: 0. The HOMO energy (alpha / beta) is -4.8 / -7.5 eV. The gap between HOMO and LUMO (alpha / beta) is 4.925 / 7.052 eV.

Atomic partial charges in e from the Mulliken method, atoms 1 to 6: -1.43 0.40 0.44 0.05 0.26 0.14

| no. | DFT total energy (eV) |
| --- | --- |
| 1 | -189247.8673 |
| 2 | -312022.6025 |
| 3 | -94214.6438 |